The following is a DFT calculation (wB97M-V/def2-TZVPD) of C4H9NO2 as an isolated structure.

Results
relative energy (zero: lowest compared OMol25 entry of this formula, charge and spin) = 112.83 kcal per mole
orbital gap = 9.41 eV
molecular weight = 103.1 g/mol
HOMO level = -8.8 eV
maximum force = 0.0746 hartree/bohr

Last column: natural (NBO) charge in e.
Atoms and positions in Å:
C -1.72 1.58 0.12  -0.407
N -0.93 0.45 -0.03  -0.630
C -0.14 0.07 0.95  0.274
O 0.04 -1.27 1.00  -0.508
C 0.83 -1.68 -0.05  -0.165
C 1.61 -0.61 -0.69  0.245
O 1.20 -0.38 -1.85  -0.619
H -1.16 2.38 -0.38  0.180
H -2.54 1.37 -0.56  0.207
H -1.99 1.86 1.15  0.207
H -0.25 0.52 1.92  0.206
H 1.50 -2.42 0.40  0.190
H 0.35 -2.16 -0.92  0.201
H 1.12 0.47 0.41  0.042
H 2.67 -0.50 -0.44  0.159
H -0.60 0.32 -1.02  0.419

---

The following is a DFT calculation (wB97M-V/def2-TZVPD) of a 2-piece molecular cluster, C4H9NO2 overall.

Results
relative energy (zero: lowest compared OMol25 entry of this formula, charge and spin) = 135.72 kcal per mole
orbital gap (spin up / spin down) = 6.94 / 6.94 eV
molecular weight = 103.1 g/mol
HOMO level (spin up / spin down) = -7.6 / -7.6 eV
maximum force = 0.0103 hartree/bohr

Last column: natural (NBO) charge in e.
Atoms and positions in Å:
C 2.51 -1.09 -0.45  -0.695
C 1.31 -0.24 -0.63  0.289
N 0.23 -0.48 0.10  -0.668
C -0.71 0.61 -0.28  0.853
O -0.36 1.75 -0.02  -0.629
O -1.99 0.16 -0.12  -0.556
C -2.55 0.75 1.07  -0.256
H 2.31 -2.16 -0.33  0.231
H 3.30 -0.92 -1.18  0.244
H 2.88 -0.73 0.53  0.266
H 1.46 0.80 -0.90  0.251
H -0.14 0.31 -1.95  -0.307
H -0.19 -1.40 0.01  0.406
H -3.50 0.25 1.26  0.195
H -1.88 0.57 1.92  0.178
H -2.68 1.82 0.96  0.199

---

The following is a DFT calculation (wB97M-V/def2-TZVPD) of an isolated molecule of C4H9NO2.

Results
relative energy (zero: lowest compared OMol25 entry of this formula, charge and spin) = 87.40 kcal per mole
structure (SMILES) = C[C@H]1CNO[C@@H]1O
orbital gap = 10.33 eV
molecular weight = 103.1 g/mol
HOMO level = -9.4 eV
maximum force = 0.0712 hartree/bohr

Last column: natural (NBO) charge in e.
Atoms and positions in Å:
C -1.40 -0.32 0.47  -0.581
C -0.18 -0.03 -0.33  -0.305
C 0.37 1.36 -0.37  -0.248
N 1.79 1.24 -0.19  -0.319
O 1.90 0.26 0.83  -0.403
C 1.00 -0.80 0.36  0.348
O 1.67 -1.60 -0.58  -0.716
H -1.25 -0.09 1.51  0.208
H -1.83 -1.51 0.36  0.207
H -2.10 0.35 0.05  0.208
H -0.44 -0.29 -1.36  0.219
H 0.04 1.80 -1.30  0.215
H 0.07 2.14 0.49  0.196
H 2.29 0.79 -0.92  0.341
H 0.60 -1.40 1.21  0.162
H 2.33 -2.03 -0.12  0.469

---

The following is a DFT calculation (wB97M-V/def2-TZVPD) of a 3-piece molecular cluster, C4H9NO2 overall.

Results
relative energy (zero: lowest compared OMol25 entry of this formula, charge and spin) = 87.65 kcal per mole
orbital gap (spin up / spin down) = 7.71 / 5.67 eV
molecular weight = 103.1 g/mol
net charge = +1
multiplicity = 2
HOMO level (spin up / spin down) = -14.5 / -14.5 eV
maximum force = 0.1059 hartree/bohr

Last column: natural (NBO) charge in e.
Atoms and positions in Å:
C -0.42 -1.63 0.26  -0.096
C 0.25 -0.53 -0.53  0.116
N -0.83 0.26 -1.01  -0.586
C -1.99 -0.03 -0.21  0.236
C -1.71 -1.27 0.45  -0.257
H 0.09 -2.42 0.80  0.275
H 1.01 -0.82 -1.24  0.265
H -0.96 -0.04 -1.99  0.468
H -2.97 0.42 -0.07  0.274
H -2.43 -1.81 1.05  0.278
H 0.49 1.25 0.04  0.425
H -0.20 2.08 0.98  0.461
O 0.57 2.16 0.39  -0.865
H 2.90 1.50 0.56  0.478
H 2.76 0.11 0.25  0.427
O 3.46 0.77 0.26  -0.897